Entry 1:
A structure of composition C22H20BrCl3F5O3OsS. Source: the OMol25 dataset; level of theory: ωB97M-V/def2-TZVPD.

As for the multiplicity: 1. The max |F| comes out at 0.48 eV/A. As for the total energy: -163773.064 eV. The calculation puts the orbital gap at 6.87 eV. As for the highest occupied orbital energy: -12.1 eV. The net charge is +1. The calculation puts the energy above the lowest of the compared OMol25 structures with the same formula, charge and spin at 0.0 kcal/mol. The calculation puts the LUMO energy at -5.19 eV.

Last column: Mulliken charge in e.
Geometry (Å):
Os: -1.703762 -0.403845 -2.161586  1.70
C: 3.474838 0.345512 3.813085  -2.02
C: 2.022032 -0.116662 3.701687  1.71
C: 1.925997 -1.559942 4.217056  -1.59
C: 1.149753 0.800461 4.571514  -1.59
C: 1.513988 -0.070157 2.262602  -0.50
C: 0.197921 -0.450639 1.992977  -0.66
C: -0.221191 -0.400920 0.690900  0.40
Br: -2.038511 -0.827740 0.255137  -0.11
C: 0.560606 0.019003 -0.379722  1.12
O: 0.031680 0.024202 -1.651983  -1.40
C: 1.881371 0.401485 -0.142407  -0.66
C: 2.299407 0.337559 1.193090  0.26
C: 2.906561 0.871748 -1.185516  1.97
C: 4.130695 -0.056239 -1.116994  -1.62
C: 2.417046 0.873838 -2.637355  -2.08
C: 3.326819 2.307276 -0.830612  -1.60
H: 3.785814 0.296367 4.856626  0.44
H: 3.599674 1.378171 3.481271  0.41
H: 4.149963 -0.292429 3.239272  0.41
H: 2.299745 -1.612720 5.240461  0.44
H: 2.521784 -2.235772 3.601150  0.38
H: 0.896762 -1.922549 4.222441  0.33
H: 1.512247 0.787721 5.600182  0.45
H: 0.107238 0.478516 4.586180  0.33
H: 1.183810 1.829961 4.210733  0.38
H: -0.473618 -0.772072 2.777558  0.42
H: 3.316721 0.633668 1.398189  0.50
H: 3.853681 -1.085997 -1.350463  0.39
H: 4.607280 -0.047211 -0.137204  0.31
H: 4.872120 0.269810 -1.847628  0.46
H: 2.127845 -0.122071 -2.973827  0.40
H: 3.241540 1.207862 -3.268589  0.53
H: 1.581161 1.553629 -2.794765  0.34
H: 3.777728 2.370835 0.159789  0.33
H: 2.470462 2.983473 -0.858462  0.38
H: 4.062378 2.660398 -1.554654  0.45
F: -7.875380 -0.350626 1.161301  -0.26
C: -6.847920 -0.070373 0.386675  0.55
C: -6.196544 -1.093100 -0.289930  0.07
F: -6.614733 -2.342889 -0.164026  -0.28
C: -5.115905 -0.793143 -1.095268  0.14
F: -4.527964 -1.790315 -1.760671  -0.31
C: -4.660428 0.514942 -1.240617  0.29
S: -3.383080 0.955028 -2.375729  -0.21
C: -5.337598 1.523177 -0.559524  0.22
F: -4.934390 2.781862 -0.679991  -0.29
C: -6.422391 1.243513 0.250208  0.29
F: -7.046964 2.212157 0.898212  -0.26
Cl: -0.547598 -3.825869 -5.288475  -0.08
C: -1.084085 -2.192420 -5.628756  0.77
Cl: 0.078375 -1.334419 -6.620653  -0.08
Cl: -2.691363 -2.194156 -6.381263  -0.08
C: -1.297087 -1.431990 -4.327582  0.27
O: -1.664874 -2.067492 -3.246721  -0.62
O: -1.199663 -0.198420 -4.217321  -0.53

Cartesian forces (eV/Å) of the 6 atoms listed first:
Os 0.3 -0.1 -0.2
C 0.0 0.0 0.0
C 0.0 0.0 0.0
C 0.0 0.0 0.0
C 0.0 0.0 0.0
C 0.0 0.0 0.0


Entry 2:
A structure of composition C22H20CaF5N6OS2. Source: the OMol25 dataset; level of theory: ωB97M-V/def2-TZVPD.

As for the multiplicity: 1. The max |F| comes out at 1.08 eV/A. As for the total energy: -87829.155 eV. The calculation puts the orbital gap at 7.18 eV. As for the highest occupied orbital energy: -4.5 eV. The net charge is -1. The calculation puts the energy above the lowest of the compared OMol25 structures with the same formula, charge and spin at 0.0 kcal/mol. The calculation puts the LUMO energy at 2.69 eV.

Last column: Mulliken charge in e.
Geometry (Å):
Ca: 1.076203 -0.290669 -0.175455  1.32
N: -1.875161 3.132580 -1.720431  -0.50
C: -1.095511 2.172834 -1.085030  0.43
S: 0.309025 1.664907 -2.009351  -0.47
N: -1.582856 1.803744 0.066335  -1.20
N: -0.880773 0.761795 0.702125  0.88
C: -1.266502 0.609339 1.914852  -0.88
C: -0.849808 -0.407590 2.896014  0.94
C: -1.506141 -0.339620 4.127842  -0.81
C: -1.293852 -1.265941 5.134917  -0.74
C: -0.408553 -2.313419 4.884689  -0.39
C: 0.261699 -2.411991 3.683431  -0.46
C: 0.099709 -1.445971 2.661865  0.22
O: 0.783455 -1.505328 1.575462  -0.74
H: -1.377360 3.688619 -2.393790  0.23
H: -2.473094 3.633447 -1.080304  0.25
H: -2.025268 1.310947 2.271094  0.19
H: -2.212227 0.469741 4.282782  0.31
H: -1.818069 -1.187591 6.077627  0.38
H: -0.241678 -3.070082 5.644080  0.36
H: 0.953044 -3.222279 3.487572  0.34
C: 2.887417 0.331369 4.467432  -1.33
C: 3.717394 0.299713 3.180230  2.59
C: 4.021306 -1.140112 2.756553  -1.46
C: 5.017786 1.089295 3.345711  -1.93
C: 2.922388 0.949359 2.109362  -0.17
N: 2.314684 1.441800 1.269683  -0.65
H: 3.483351 -0.121623 5.262931  0.42
H: 1.963890 -0.235064 4.364248  0.08
H: 2.643022 1.354977 4.754445  0.38
H: 4.566108 -1.617523 3.574509  0.44
H: 4.620000 -1.170292 1.845645  0.33
H: 3.107434 -1.694778 2.561081  0.21
H: 5.623472 0.594752 4.107799  0.44
H: 4.826951 2.113619 3.667141  0.40
H: 5.580848 1.111527 2.413955  0.38
F: 5.023071 1.246830 -5.830480  -0.33
C: 4.667919 0.558612 -4.736022  0.72
C: 4.708411 1.154433 -3.488950  -0.25
F: 5.108635 2.426028 -3.372783  -0.32
C: 4.340474 0.431569 -2.366162  0.36
F: 4.407414 1.081567 -1.197958  -0.30
C: 3.921786 -0.893750 -2.418284  0.40
S: 3.435149 -1.807891 -0.969586  -0.38
C: 3.898681 -1.453640 -3.690850  0.10
F: 3.512199 -2.727330 -3.873674  -0.39
C: 4.258133 -0.758642 -4.833177  0.03
F: 4.207990 -1.354345 -6.033034  -0.31
N: -2.078755 -2.401913 -2.722474  -0.06
C: -1.046903 -3.166470 -3.230274  -0.53
C: 0.052968 -2.806847 -2.521458  -0.63
N: -0.282666 -1.841351 -1.595887  0.17
C: -1.562604 -1.623812 -1.748279  -0.52
H: -3.033785 -2.386424 -3.027944  0.20
H: -1.195874 -3.867876 -4.029955  0.40
H: 1.071064 -3.153947 -2.594092  0.46
H: -2.143639 -0.895293 -1.204423  0.35

Cartesian forces (eV/Å) of the 6 atoms listed first:
Ca 0.7 -0.2 -0.8
N 0.0 0.0 0.1
C 0.1 0.0 -0.4
S -0.5 0.2 0.3
N 0.5 -0.4 0.0
N -0.5 0.4 0.2


Entry 3:
A structure of composition C22H20Cl2F9N2O4SSr. Source: the OMol25 dataset; level of theory: ωB97M-V/def2-TZVPD.

As for the multiplicity: 1. The max |F| comes out at 2.29 eV/A. As for the total energy: -95489.246 eV. The calculation puts the orbital gap at 6.64 eV. As for the highest occupied orbital energy: -4.3 eV. The net charge is -1. The calculation puts the energy above the lowest of the compared OMol25 structures with the same formula, charge and spin at 0.0 kcal/mol. The calculation puts the LUMO energy at 2.30 eV.

Last column: Mulliken charge in e.
Geometry (Å):
Sr: 10.316090 10.424706 7.364138  2.04
Cl: 13.412209 11.561672 6.668383  -0.14
C: 13.906107 13.255079 6.825817  0.23
C: 15.173946 13.598237 6.424458  -0.52
C: 15.555457 14.919886 6.300268  -0.57
C: 14.711696 15.923866 6.793169  -0.35
C: 13.478908 15.617616 7.327784  0.05
Cl: 12.593203 16.958593 7.906873  -0.23
C: 12.967134 14.259683 7.199524  0.04
S: 11.461322 13.806565 7.831738  -0.32
H: 15.833364 12.800149 6.113179  0.39
H: 16.571794 15.165308 5.961832  0.29
H: 15.074319 16.985283 6.781396  0.28
F: 5.738017 10.311323 6.056396  -0.26
C: 6.145008 11.566991 6.482396  0.67
F: 6.017454 12.419278 5.444760  -0.25
F: 5.360058 11.982900 7.493341  -0.24
C: 7.679172 11.441282 6.840373  0.77
O: 8.517033 11.549336 5.924034  -0.82
O: 7.947261 11.190781 8.040130  -0.83
C: 15.832895 10.185401 12.814815  -1.09
C: 15.389270 11.622706 13.041691  -0.60
N: 14.156663 11.894592 12.268644  0.40
C: 14.135619 13.004023 11.309690  0.16
C: 13.715284 14.374739 11.868122  -1.40
C: 12.958793 11.441331 12.814917  -0.01
O: 12.820614 11.015240 13.968142  -0.66
C: 11.730781 11.340096 11.942558  0.81
C: 10.535068 11.461121 12.682354  -0.38
C: 9.385555 11.515345 11.961880  -0.90
C: 9.402765 11.450464 10.563705  -0.52
N: 10.519137 11.231854 9.893170  0.52
C: 11.707174 11.212234 10.518597  -1.05
H: 16.548890 9.845243 13.603309  0.34
H: 16.337874 10.119894 11.806740  0.27
H: 15.002576 9.461197 12.751254  0.29
H: 16.173214 12.363336 12.781414  0.43
H: 15.134979 11.813577 14.094956  0.37
H: 13.418721 12.777149 10.549204  -0.48
H: 15.125512 13.059345 10.796088  0.65
H: 13.518147 14.348694 12.930507  0.42
H: 12.782062 14.752783 11.406134  0.33
H: 14.464146 15.199607 11.759927  0.29
H: 10.592260 11.573688 13.745910  0.48
H: 8.484630 11.788213 12.491755  0.38
H: 8.458942 11.499244 9.985317  0.51
H: 12.622724 11.116372 9.915058  0.60
C: 9.654063 6.263926 6.856397  -1.67
C: 10.984008 7.013239 6.858476  0.98
O: 10.835708 8.368212 6.649814  -1.26
C: 11.491859 6.809959 8.357747  0.46
F: 12.780885 7.195089 8.573488  -0.27
F: 10.711249 7.689683 9.119386  -0.26
F: 11.303295 5.584099 8.916019  -0.28
C: 11.904552 6.343459 5.725067  0.54
F: 13.140945 6.880560 5.679533  -0.23
F: 11.293306 6.557587 4.542891  -0.25
F: 12.002902 4.971735 5.811214  -0.28
H: 9.092233 6.436892 7.778629  0.40
H: 9.817513 5.161087 6.759844  0.33
H: 9.032375 6.561746 5.965412  0.36

Cartesian forces (eV/Å) of the 6 atoms listed first:
Sr 0.2 1.4 0.0
Cl 0.3 0.4 0.2
C -0.6 1.2 -0.4
C 0.3 -0.6 -0.8
C 0.5 0.5 0.6
C 1.1 0.7 -0.3


Entry 4:
A structure of composition C22H20ClIrN8O8S. Source: the OMol25 dataset; level of theory: ωB97M-V/def2-TZVPD.

Its expectation value of S² is 6.016. As for the multiplicity: 5. The max |F| comes out at 3.67 eV/A. As for the total energy: -77632.212 eV. The calculation puts the orbital gap (spin up / spin down) at 8.28 / 7.08 eV. As for the highest occupied orbital energy (spin up / spin down): -8.6 / -9.4 eV. The calculation puts the LUMO energy (spin up / spin down) at -0.27 / -2.29 eV.

Last column: Mulliken charge in e.
Geometry (Å):
Ir: -0.566765 0.164343 1.634218  2.30
N: -1.009991 2.141703 2.908926  -0.45
C: 0.045099 2.547411 3.835511  -0.77
C: 1.350257 2.867637 3.067918  -0.30
C: 1.810355 1.782249 2.131702  0.38
O: 2.596526 2.045642 1.216931  -0.63
O: 1.300142 0.574420 2.310026  -0.63
H: -1.223257 2.913791 2.243995  0.27
H: -1.918318 1.976640 3.390396  0.33
H: 0.327763 1.726457 4.465919  0.35
H: -0.241107 3.385582 4.465457  0.43
H: 2.181106 3.036235 3.769358  0.39
H: 1.183405 3.778713 2.455922  0.10
O: -5.081398 1.296568 -2.304504  -0.54
C: -4.325285 0.350677 -2.787377  0.35
O: -4.612185 -0.249874 -3.784458  -0.57
C: -3.024933 0.177282 -2.124953  0.20
C: -1.899628 -0.409871 -2.697726  -0.52
Cl: -1.547306 -0.909930 -4.220127  -0.12
N: -0.831450 -0.320492 -1.731745  0.21
N: -1.343438 0.178857 -0.576604  -0.30
C: -2.594399 0.526396 -0.805102  0.26
C: -3.313796 1.122857 0.368210  0.80
O: -4.401895 1.670868 0.154599  -0.86
O: -2.717495 0.998769 1.470522  -0.73
C: 0.410406 -0.954976 -1.763607  0.73
C: 0.565187 -2.188511 -2.457536  -0.11
C: 1.747426 -2.811069 -2.584007  -1.39
C: 2.869059 -2.140815 -2.033799  -0.30
C: 2.765040 -0.896614 -1.469102  -0.83
C: 1.554451 -0.279735 -1.292931  -0.18
H: -4.976769 1.459783 -1.306531  0.45
H: -0.347993 -2.736243 -2.724915  0.47
H: 1.913340 -3.718954 -3.126395  0.48
H: 3.896320 -2.553689 -2.203923  0.34
H: 3.621605 -0.444526 -1.073171  0.55
H: 1.482175 0.750728 -1.039788  0.27
N: 1.012936 4.425454 -2.011119  -0.65
N: 0.296950 4.574488 -0.835804  1.01
N: -0.039414 5.718802 -0.265349  -0.95
C: -0.774789 5.311306 0.742857  -0.22
N: -0.925143 3.990453 0.766534  -0.53
N: -0.222357 3.493243 -0.245412  0.16
H: 0.713144 5.138545 -2.665063  0.30
H: 0.675567 3.505391 -2.352834  0.29
H: -1.285847 5.958551 1.446866  0.44
O: 3.734620 -5.138033 -0.327881  -0.49
C: 2.393066 -5.221639 -0.601723  0.36
O: 2.065777 -5.802872 -1.597701  -0.55
C: 1.428823 -4.470257 0.300106  1.03
C: 1.792602 -3.643144 1.331651  -0.57
C: 0.803123 -2.880084 1.986275  -0.21
C: -0.532699 -2.966742 1.651779  -0.03
S: -1.613291 -1.750823 2.401323  -0.34
C: -0.924523 -3.834057 0.588601  -0.61
C: 0.091482 -4.580711 -0.066040  -0.66
H: 3.818805 -4.458536 0.348439  0.32
H: 2.824710 -3.427930 1.565774  0.23
H: 1.060840 -2.056747 2.804308  0.19
H: -1.934146 -3.697652 0.234678  0.46
H: -0.102489 -5.045345 -0.981556  0.59

Cartesian forces (eV/Å) of the 6 atoms listed first:
Ir -1.0 0.5 -0.2
N -0.9 0.2 0.4
C 1.3 -0.1 -0.5
C -0.8 0.8 0.1
C 0.9 0.3 -2.1
O -1.0 -0.5 1.4